1.
# C16H37ClNO7P2S

A 3-piece molecular cluster, C16H37ClNO7P2S overall (ωB97M-V/def2-TZVPD, the OMol25 dataset).

Total charge: +1
Maximum force in eV/Å: 2.03
2S+1: 1
Gap between HOMO and LUMO in eV: 6.5

```
65
C16H37ClNO7P2S, DFT ωB97M-V/def2-TZVPD
O -3.807 -4.643 0.786
P -3.027 -4.158 -0.539
Cl -4.509 -4.138 -1.983
C -2.950 -2.306 -0.257
C -2.248 -1.443 -1.247
N -2.066 -0.319 -0.688
C -2.534 -0.235 0.698
P -4.244 0.449 1.000
S -4.227 2.264 1.669
C -2.405 -1.738 1.058
H -4.706 -4.271 0.850
H -3.991 -1.977 -0.396
H -1.941 -1.676 -2.249
H -1.619 0.465 -1.166
H -1.818 0.340 1.270
H -5.018 0.296 -0.167
H -4.776 -0.442 1.951
H -2.923 -2.019 1.959
H -1.339 -1.934 1.115
C -0.130 4.675 -6.645
O 0.657 3.826 -5.834
C 0.463 4.051 -4.452
C 0.717 2.790 -3.660
O -0.335 1.826 -3.741
C -0.470 1.120 -4.973
C 0.629 0.114 -5.242
O 1.801 0.759 -5.690
C 2.973 0.022 -5.415
H 0.164 5.722 -6.521
H 0.031 4.382 -7.680
H -1.195 4.561 -6.411
H -0.558 4.402 -4.258
H 1.169 4.826 -4.124
H 0.762 3.070 -2.605
H 1.679 2.346 -3.916
H -0.587 1.809 -5.809
H -1.408 0.566 -4.878
H 0.294 -0.579 -6.026
H 0.831 -0.457 -4.325
H 3.070 -0.173 -4.340
H 3.822 0.621 -5.734
H 2.981 -0.927 -5.962
C 1.348 0.464 7.664
O 1.650 -0.573 6.753
C 0.538 -1.403 6.477
C 0.641 -2.002 5.093
O 0.334 -1.092 4.038
C 1.296 -0.080 3.755
C 2.564 -0.588 3.102
O 3.414 -1.188 4.057
C 4.280 -2.149 3.492
H 1.089 0.061 8.649
H 2.235 1.087 7.758
H 0.524 1.083 7.292
H -0.396 -0.835 6.558
H 0.520 -2.215 7.216
H -0.117 -2.785 5.019
H 1.610 -2.476 4.937
H 1.518 0.511 4.643
H 0.802 0.584 3.040
H 3.097 0.260 2.650
H 2.303 -1.307 2.314
H 3.712 -2.938 2.983
H 4.846 -2.601 4.303
H 4.977 -1.686 2.785
```

natural (NBO) population analysis, charges in e, atoms 1 to 4:
1 O -0.956
2 P 1.178
3 Cl -0.304
4 C -0.664

2.
# C19H27N2O2

An isolated ion of composition C19H27N2O2 and charge +1 (ωB97M-V/def2-TZVPD, the OMol25 dataset).

SMILES: CCOc1ccc2ccccc2c1C[NH2+]CCN1CCOCC1
Total charge: +1
Maximum force in eV/Å: 0.66
2S+1: 1
Gap between HOMO and LUMO in eV: 8.4
ΔE to the lowest compared entry with this formula, charge and spin in kJ/mol: 0.00

```
50
C19H27N2O2, DFT ωB97M-V/def2-TZVPD
C 2.765 3.112 -1.522
C 1.651 2.911 -0.508
O 0.900 1.769 -0.913
C -0.285 1.494 -0.294
C -0.692 2.073 0.920
C -1.866 1.679 1.497
C -2.687 0.700 0.906
C -3.888 0.289 1.522
C -4.686 -0.656 0.942
C -4.312 -1.225 -0.283
C -3.153 -0.849 -0.907
C -2.300 0.123 -0.337
C -1.087 0.553 -0.930
C -0.586 0.055 -2.255
N 0.544 -0.896 -2.052
C 0.170 -2.235 -1.554
C 1.389 -2.750 -0.776
N 1.883 -1.638 0.031
C 1.238 -1.577 1.345
C 1.732 -0.345 2.105
O 3.129 -0.340 2.235
C 3.749 -0.391 0.976
C 3.335 -1.649 0.210
H 3.358 3.977 -1.241
H 2.349 3.281 -2.512
H 3.415 2.241 -1.558
H 1.001 3.792 -0.479
H 2.074 2.747 0.491
H -0.083 2.823 1.398
H -2.179 2.121 2.430
H -4.163 0.741 2.463
H -5.604 -0.965 1.415
H -4.949 -1.967 -0.739
H -2.907 -1.306 -1.853
H -1.364 -0.437 -2.837
H -0.201 0.905 -2.823
H 1.105 -0.970 -2.903
H 1.177 -0.562 -1.259
H -0.684 -2.116 -0.885
H -0.104 -2.903 -2.369
H 1.115 -3.625 -0.177
H 2.171 -3.054 -1.476
H 0.156 -1.507 1.217
H 1.472 -2.477 1.931
H 1.324 -0.338 3.116
H 1.399 0.561 1.578
H 4.824 -0.393 1.159
H 3.480 0.499 0.387
H 3.819 -1.658 -0.769
H 3.658 -2.534 0.775
```

natural (NBO) population analysis, charges in e, atoms 1 to 4:
1 C -0.621
2 C -0.067
3 O -0.539
4 C 0.317

3.
# C3H7NO2

One molecule with the formula C3H7NO2 (ωB97M-V/def2-TZVPD, the OMol25 dataset).

SMILES: C=N[C@H](C)OO
Maximum force in eV/Å: 4.21
2S+1: 1
Gap between HOMO and LUMO in eV: 9.9
ΔE to the lowest compared entry with this formula, charge and spin in kJ/mol: 506.59

```
13
C3H7NO2, DFT ωB97M-V/def2-TZVPD
C -1.621 -0.202 1.539
N -1.435 -0.187 0.286
C -0.013 0.252 -0.376
C 0.464 -0.914 -1.214
O 0.802 0.545 0.696
O 1.977 1.260 -0.118
H -2.609 -0.504 1.921
H -0.883 0.081 2.303
H -0.267 1.130 -0.979
H -0.358 -1.339 -1.797
H 1.242 -0.580 -1.906
H 0.895 -1.695 -0.581
H 1.807 2.153 0.225
```

natural (NBO) population analysis, charges in e, atoms 1 to 4:
1 C -0.071
2 N -0.408
3 C 0.229
4 C -0.653

4.
# C9H10Br3FILaNO7S

C9H10Br3FILaNO7S as an isolated structure (ωB97M-V/def2-TZVPD, the OMol25 dataset).

Total charge: +3
Maximum force in eV/Å: 7.44
2S+1: 1
Gap between HOMO and LUMO in eV: 3.7

```
34
C9H10Br3FILaNO7S, DFT ωB97M-V/def2-TZVPD
C 4.041 -0.436 0.609
C 2.866 -0.507 -0.500
O 1.634 -0.549 0.257
C 0.469 -0.835 -0.500
I 0.634 -0.621 -2.658
C 0.010 -2.366 -0.198
Br 1.488 -3.659 -0.245
O -0.654 -2.529 1.087
S -2.153 -1.838 1.131
O -3.186 -2.810 0.630
O -2.491 -1.424 2.515
C -2.154 -0.376 -0.068
O -2.509 -0.930 -1.356
O -3.056 0.657 0.440
N -4.325 0.159 0.703
O -4.612 0.620 1.754
C -0.650 0.245 0.006
F -0.448 0.354 1.408
C -0.584 1.638 -0.759
Br -1.826 2.178 -2.268
C 0.336 2.673 -0.448
C 1.393 2.568 0.711
Br 0.327 4.384 -1.456
H 3.788 0.250 1.467
H 5.046 -0.236 0.129
H 4.114 -1.495 1.032
H 3.096 -1.439 -1.096
H 3.002 0.453 -1.108
H -0.738 -2.713 -0.992
H -3.344 -0.510 -1.674
H 1.868 3.597 0.849
H 0.864 2.367 1.702
H 2.248 1.858 0.522
La -4.495 1.273 -1.625
```

Löwdin population analysis, charges in e, atoms 1 to 4:
1 C -0.044
2 C -0.332
3 O -0.196
4 C -0.700